Record 1
# C5H9NO

One molecule with the formula C5H9NO (ωB97M-V/def2-TZVPD, OMol25).

Properties
relative energy (zero: lowest compared OMol25 entry of this formula, charge and spin) = 6.263 eV
HOMO = -7.069 eV
electronic energy = -8862.9494 eV
LUMO level = 0.64 eV

Positions of all 16 atoms, in Å:
C1 -2.547 -0.028 0.209
C2 -1.445 0.781 0.878
H1 2.880 -0.165 0.727
H2 -2.746 -1.015 0.661
H3 -3.486 0.536 0.238
H4 -2.307 -0.203 -0.850
H5 -0.527 1.517 -0.245
C3 2.776 -0.413 -0.329
H6 1.581 0.127 -2.100
C4 1.533 -0.056 -1.028
N1 -0.160 0.070 0.676
H7 -1.640 0.915 1.951
O1 1.810 -1.401 -0.631
H8 0.136 -0.830 1.055
H9 3.704 -0.477 -0.895
C5 0.437 0.643 -0.316

Record 2
# C6H6O3

One molecule with the formula C6H6O3 in a non-equilibrium geometry (ωB97M-V/def2-TZVPD, OMol25).

Properties
relative energy (zero: lowest compared OMol25 entry of this formula, charge and spin) = 2.789 eV
HOMO = -9.175 eV
SMILES = O=C1C(=O)[C@]2(O)C[C@H]1C2
electronic energy = -12458.3144 eV
LUMO level = -0.07 eV

Positions of all 15 atoms, in Å:
H1 2.758 0.552 -0.292
C1 0.293 -0.654 -0.953
H2 -1.241 -1.886 0.201
C2 -0.555 1.319 -0.146
O1 -0.813 2.497 0.038
H3 1.097 -1.027 1.101
C3 0.167 -0.515 1.134
C4 -0.848 -0.893 -0.001
H4 -0.156 -0.105 2.095
C5 0.733 0.497 0.032
H5 1.076 -1.410 -0.980
O2 -2.879 0.514 -0.055
O3 1.954 1.266 -0.024
H6 0.129 -0.506 -2.062
C6 -1.715 0.352 -0.087

Record 3
# C30H44BrF5N3O22P

A 4-piece molecular cluster, C30H44BrF5N3O22P overall in a non-equilibrium geometry (ωB97M-V/def2-TZVPD, OMol25).

Properties
HOMO = -8.665 eV
SMILES = CC(=O)OC[C@](CCO)(O[C@H](COO)COC(F)(F)F)[C@H](C[C@H](O)CN)O[C@](OC#N)(N(C(=O)F)C(=O)F)P(O)Br.C[C@@H]1COC(=O)O1.C[C@@H]1COC(=O)O1.C[C@@H]1COC(=O)O1
electronic energy = -174255.3736 eV
LUMO level = -0.15 eV

Positions of all 106 atoms, in Å:
C1 7.005 2.895 -0.308
F1 -2.217 3.221 -2.511
F2 6.150 4.943 -3.331
H1 -8.576 -9.884 4.759
C2 3.274 6.231 2.489
O1 -3.641 -2.347 -1.051
H2 2.763 2.602 2.418
H3 2.272 5.935 2.155
C3 2.564 2.026 -0.850
H4 6.737 2.775 0.743
H5 0.898 -2.350 0.793
C4 4.309 1.994 0.976
F3 7.174 3.919 -4.908
O2 -6.234 -5.748 4.684
H6 -4.304 -1.741 3.287
H7 7.143 3.962 -0.527
H8 -7.471 -8.557 1.762
C5 -6.827 -6.640 4.166
H9 1.033 -1.244 -1.468
C6 -0.290 1.021 -2.882
C7 -3.860 -2.345 2.501
H10 2.463 4.130 0.911
H11 1.589 0.815 2.075
O3 -6.480 -7.218 2.989
C8 -1.322 4.180 -2.841
C9 -9.260 -9.218 4.233
H12 -5.224 1.052 -1.824
F4 5.080 4.342 -5.101
O4 -0.817 -3.776 2.010
C10 -8.517 -8.056 3.631
O5 -2.949 -0.446 -1.962
O6 3.559 -1.422 -2.073
H13 -9.767 -9.780 3.448
O7 5.663 2.799 -3.713
C11 1.656 -1.028 -0.581
O8 -2.987 -4.391 2.008
C12 3.018 -0.552 -1.060
Br1 -0.100 5.489 0.027
O9 -2.435 -2.328 2.621
H14 7.452 2.994 -2.702
H15 5.135 2.575 1.399
C13 4.279 5.143 2.218
H16 -4.056 -1.230 -3.497
H17 -5.273 -1.136 -0.693
H18 -10.006 -8.865 4.943
O10 1.796 2.982 -1.647
C14 0.418 2.881 -1.597
H19 2.223 0.745 -2.525
H20 -2.292 3.717 -0.145
H21 3.977 1.476 3.006
H22 -9.192 -7.421 3.049
O11 2.503 0.611 1.847
H23 1.924 1.694 -0.027
H24 2.893 -2.078 -2.314
N1 -0.038 3.638 -2.759
O12 4.430 4.827 0.893
C15 -4.993 0.567 -2.774
F5 1.462 3.697 -4.412
H25 -4.125 -1.946 1.521
H26 -5.417 -3.936 0.843
C16 -4.177 -3.824 2.597
C17 2.962 0.832 -1.720
C18 -4.235 -0.713 -2.550
O13 -1.651 5.245 -3.190
H27 3.248 6.433 3.563
H28 -4.397 1.255 -3.373
H29 -6.301 -3.946 2.387
C19 5.955 2.325 -1.270
N2 1.780 -2.174 0.320
C20 3.326 4.188 0.238
C21 5.999 3.975 -4.249
O14 4.956 4.624 3.048
C22 -7.284 -8.392 2.819
O15 8.268 1.012 0.100
O16 -7.938 -7.228 4.660
C23 6.569 2.352 -2.697
H30 -5.923 0.363 -3.304
C24 -1.966 -3.527 2.186
H31 -4.207 -4.139 3.643
H32 -5.512 -2.398 -1.935
H33 1.146 -0.236 -0.026
H34 -5.426 -5.384 1.849
O17 -1.735 2.997 0.180
C25 0.984 4.423 -3.419
O18 -1.482 -1.723 -0.819
N3 -0.548 0.577 -3.903
O19 1.297 5.519 -3.188
H35 6.869 1.344 -2.996
O20 8.286 2.304 -0.518
P1 -0.145 3.290 0.209
H36 3.549 7.135 1.939
C26 -4.812 -1.672 -1.528
O21 -0.025 1.492 -1.703
H37 -6.745 -9.245 3.239
H38 2.018 -3.019 -0.188
H39 8.057 0.427 -0.644
H40 3.716 -0.599 -0.216
H41 4.727 1.027 0.671
C27 -5.405 -4.297 1.873
H42 3.904 1.039 -2.228
C28 -2.579 -1.518 -1.232
H43 5.753 1.274 -1.018
C29 3.765 2.787 -0.218
O22 4.764 3.088 -1.212
C30 3.354 1.721 2.136
H44 3.066 4.789 -0.636

Record 4
# C9H18AsNO5SbSe4Tc

C9H18AsNO5SbSe4Tc as an isolated structure in a non-equilibrium geometry (ωB97M-V/def2-TZVPD, OMol25).

Properties
relative energy (zero: lowest compared OMol25 entry of this formula, charge and spin) = 0.000 eV
HOMO = -15.204 eV
electronic energy = -352298.4640 eV
LUMO level = -7.98 eV
total charge = +2

Positions of all 40 atoms, in Å:
H1 -0.643 0.607 2.587
H2 2.710 -1.912 1.571
Se1 2.738 -1.406 -3.523
O1 0.494 -1.728 0.365
C1 2.348 2.024 1.751
N1 -1.753 -0.618 -0.503
Tc1 0.367 -0.058 -0.816
O2 -1.358 -0.863 -4.030
H3 0.296 -0.828 3.224
O3 -0.497 -2.876 1.990
H4 -3.242 -1.288 -1.808
H5 -0.002 2.170 0.620
H6 -2.086 2.698 0.283
H7 -3.503 0.493 0.106
C2 2.972 -0.883 1.646
H8 2.878 2.405 0.818
Se2 2.585 2.008 -2.970
C3 -2.413 0.486 0.285
H9 3.085 1.781 2.486
H10 -2.218 0.337 1.346
H11 0.744 0.874 3.621
C4 -1.306 -1.101 -2.788
H12 -1.981 -2.745 -0.585
H13 3.844 -0.624 1.019
H14 -2.750 -1.934 0.831
H15 -2.073 1.934 -1.321
Se3 2.863 0.099 -1.680
O4 -0.210 -1.489 -2.321
H16 -2.683 0.356 -2.101
O5 -0.335 1.845 -0.247
C5 -1.793 1.802 -0.251
H17 1.597 2.646 2.142
H18 3.288 -0.826 2.695
C6 -1.895 -1.942 0.218
As1 1.518 0.287 1.340
C7 -2.400 -0.643 -1.819
Sb1 0.705 -0.551 -4.827
C8 -0.572 -2.218 0.984
C9 0.316 0.201 2.850
Se4 0.364 1.481 -3.189

> Look up the LUMO level of the third one.

-0.15 eV

> Which of these has the highest HOMO?

C5H9NO